1.
ORCA calculation (the ωB97M-V functional and the def2-TZVPD basis) on a molecular structure, C30H36CrF5Ge2N4SSe.

The calculation puts the energy relative to the best compared isomer or geometry (same formula, charge and spin) at 49.2 kJ/mol. The value obtained for the LUMO energy (alpha / beta) is -7.16 / -6.62 eV. The HOMO-LUMO gap (alpha / beta) is 5.79 / 6.41 eV. The HOMO energy (alpha / beta) is -0.476 / -0.479 hartree. The expectation value of S² is 0.851.

Structure (ORCA input):
```
! wB97M-V def2-TZVPD RIJCOSX def2/J DEFGRID3
* xyz 2 2
Cr 1.49919 -0.49551 0.13745
C 5.16393 0.06450 -2.04295
C 3.94196 -0.40502 -1.32112
N 3.06582 0.34947 -0.70870
N 3.15032 1.68835 -0.58354
C 1.83630 2.28695 -0.42317
N 1.27871 4.41948 0.79802
S 1.18877 1.62333 1.19606
C 3.53682 -1.79160 -1.35747
C 4.34690 -2.82475 -1.83483
C 3.84162 -4.10774 -1.90304
C 2.51856 -4.32187 -1.52831
C 1.77910 -3.25600 -1.05252
N 2.26689 -2.02203 -0.92179
H 5.18777 1.14488 -2.17263
H 5.20594 -0.39787 -3.02892
H 6.07220 -0.21531 -1.50711
H 3.78960 2.16849 -1.21440
H 1.73528 5.27392 1.12685
H 0.30802 4.64101 0.54483
H 5.36173 -2.61403 -2.12892
H 4.45870 -4.91944 -2.25023
H 2.07711 -5.30338 -1.57821
H 0.75105 -3.40420 -0.75091
C 0.62592 2.09291 -4.46982
C 1.29875 1.05865 -3.58472
Ge 0.61842 0.99701 -1.67483
C 1.98072 3.82500 -0.38676
C 1.41076 4.49834 -1.62130
C -1.18058 1.75945 -1.54898
C -2.01306 1.35481 -0.57547
Ge -1.24751 0.05779 0.79130
C -1.58557 0.47244 2.77755
C -3.02820 0.51812 3.25439
C -1.48821 -1.86937 0.08663
C -2.93142 -2.34801 0.03641
C -3.43502 1.65488 -0.50530
C -4.26969 0.83251 0.25388
C -5.64022 0.99520 0.24917
C -6.20992 1.99373 -0.52434
C -5.39634 2.83640 -1.26742
C -4.02449 2.67699 -1.25717
H 0.95620 1.97278 -5.49908
H 0.86639 3.10270 -4.15096
H -0.45301 1.97573 -4.44967
H 2.37954 1.21155 -3.58836
H 1.12198 0.06064 -3.99466
H 3.04703 4.05345 -0.26984
H 1.25359 3.69474 1.55301
H 1.96413 4.22246 -2.51210
H 1.46040 5.57990 -1.51895
H 0.37581 4.18991 -1.75593
H -1.54407 2.38123 -2.35676
H -1.10857 1.43625 2.97058
H -1.03787 -0.28556 3.33975
H -3.59207 1.30128 2.75363
H -3.02348 0.73311 4.32107
H -3.53863 -0.43207 3.11215
H -0.90597 -2.53650 0.72362
H -1.07310 -1.87424 -0.92718
H -3.38411 -2.36168 1.02642
H -2.94955 -3.36486 -0.35597
H -3.53152 -1.72353 -0.62204
H -3.82265 0.03156 0.82896
H -6.26463 0.34734 0.84566
H -7.28212 2.10918 -0.54932
H -5.84065 3.62507 -1.85648
H -3.41660 3.34689 -1.84493
F -1.08375 -5.55926 5.70430
C -0.49971 -4.65483 4.93829
C -0.16824 -3.40530 5.47053
F -0.43485 -3.12275 6.73615
C 0.43044 -2.45995 4.65329
F 0.73791 -1.24498 5.10830
C 0.70662 -2.73037 3.31504
Se 1.55030 -1.35615 2.32504
C 0.37715 -3.97739 2.80815
F 0.64568 -4.20540 1.50879
C -0.22446 -4.94432 3.59976
F -0.54021 -6.12512 3.08208
*
```

Löwdin population analysis, charges in e, atoms 1 to 4: 0.057, 0.023, -0.212, -0.132

2.
ORCA calculation (the ωB97M-V functional and the def2-TZVPD basis) on a molecular structure, C30H36LuN4.

The value obtained for the LUMO energy (alpha / beta) is 2.50 / 2.51 eV. The HOMO-LUMO gap (alpha / beta) is 3.48 / 3.29 eV. The HOMO energy (alpha / beta) is -0.036 / -0.029 hartree.

Structure (ORCA input):
```
! wB97M-V def2-TZVPD RIJCOSX def2/J DEFGRID3
* xyz -1 1
Lu 1.09157 0.03335 0.50347
N 4.21604 -2.30388 3.01421
N 1.41538 2.09064 -0.28889
C -1.45554 -0.78759 0.79178
C -0.99261 -0.18234 1.99146
C -0.13178 -1.14589 2.67398
C 0.51376 -1.00008 3.92731
H 0.19191 -0.17497 4.53621
H 2.73227 -1.07065 4.72875
H 0.79326 -1.92568 4.44474
C 0.03253 -2.26752 1.77251
C 0.82137 -3.47400 2.10039
H 0.33158 -4.07580 2.87948
H 1.80078 -3.19922 2.50285
H 0.97325 -4.12693 1.23328
C -0.82704 -2.08240 0.66546
C -1.15565 -3.09994 -0.38513
H -0.24929 -3.38829 -0.94826
H -1.88609 -2.70658 -1.11329
H -1.58542 -4.02533 0.05166
C -1.33962 1.16980 2.49459
H -2.24397 1.14248 3.10839
H -1.53555 1.85896 1.66871
H -0.52847 1.57098 3.10978
C -2.57070 -0.26828 -0.06658
H -2.48296 -0.66959 -1.09025
H -2.49302 0.83331 -0.14505
H -3.59160 -0.51072 0.31364
C 5.06544 -2.82908 2.13291
H 5.41139 -3.86328 2.28635
C 5.53913 -2.09381 1.04994
H 6.29654 -2.53141 0.40908
C 5.00849 -0.83015 0.81148
H 5.26745 -0.29698 -0.11853
C 4.07066 -0.30362 1.69360
H 3.66709 0.71638 1.53859
C 3.72083 -1.04789 2.83961
C 2.66673 -0.62589 3.75743
H 2.44723 0.46575 3.69384
C 0.29283 1.57042 -0.85272
C 1.44016 3.47168 -0.51890
H 2.27730 4.03262 -0.21599
C 0.33208 3.79452 -1.25140
H 0.05554 4.70633 -1.73726
N -0.38056 2.61388 -1.42814
C -1.66729 2.50709 -1.96124
C -2.67679 3.39972 -1.56396
C -3.92180 3.27175 -2.19586
H -4.72249 3.97535 -1.97278
C -4.17995 2.26290 -3.13898
C -5.52241 2.12505 -3.79040
H -5.72356 1.08101 -4.04506
H -5.59732 2.70685 -4.71303
H -6.29626 2.48761 -3.11896
C -3.16195 1.37533 -3.46455
H -3.30174 0.60570 -4.22824
C -1.90619 1.47688 -2.86944
C -0.83373 0.50545 -3.22074
H 0.18196 0.92728 -3.19597
H -1.02719 0.14159 -4.24721
H -0.83360 -0.40984 -2.59145
C -2.49384 4.41991 -0.47602
H -1.83926 5.25418 -0.79169
H -2.07471 3.98406 0.45325
H -3.48200 4.85270 -0.21655
C 3.22802 -3.76028 -1.30490
C 2.52664 -2.52773 -1.03650
N 2.01602 -1.52185 -0.72894
H 3.92095 -4.01956 -0.49097
H 3.82830 -3.68732 -2.21895
H 2.53749 -4.59720 -1.43592
*
```

Löwdin population analysis, charges in e, atoms 1 to 4: 1.522, 0.050, -0.144, -0.322

3.
ORCA calculation (the ωB97M-V functional and the def2-TZVPD basis) on a molecular structure, C30H36MnN4O5S2Te.

The calculation puts the energy relative to the best compared isomer or geometry (same formula, charge and spin) at 0.0 kJ/mol. The value obtained for the LUMO energy (alpha / beta) is -0.53 / -0.54 eV. The HOMO-LUMO gap (alpha / beta) is 6.78 / 7.10 eV. The HOMO energy (alpha / beta) is -0.269 / -0.281 hartree. The expectation value of S² is 8.754.

Structure (ORCA input):
```
! wB97M-V def2-TZVPD RIJCOSX def2/J DEFGRID3
* xyz 0 6
Mn 2.08161 1.00764 0.09465
N 0.73664 2.17180 1.85777
C 0.89589 1.70347 3.23250
C 2.38505 1.60803 3.52608
N 3.04568 0.86591 2.46158
C 4.47675 1.13702 2.31706
C 4.70600 2.31192 1.37610
N 4.13181 2.02124 0.05816
H 1.23474 3.04604 1.71847
H -0.22914 2.36340 1.62073
H 0.43886 0.71589 3.30713
H 0.41727 2.35168 3.97423
H 2.55354 1.16941 4.51655
H 2.80339 2.61926 3.54759
H 2.88779 -0.13010 2.57774
H 4.94517 0.25115 1.88852
H 4.95721 1.33836 3.28218
H 5.77840 2.52537 1.32731
H 4.21457 3.20758 1.76745
H 4.62630 1.26002 -0.40854
H 4.19409 2.82243 -0.55890
Te 0.35510 -1.88767 0.41643
C 1.07817 -2.74814 2.21208
C 1.94045 -3.83573 2.12448
C 2.47922 -4.39256 3.27611
C 2.16058 -3.87032 4.52156
C 1.29497 -2.79014 4.61407
C 0.75986 -2.22952 3.46161
C -1.70824 -2.26124 0.95568
C -2.38778 -1.45709 1.87049
C -3.72478 -1.68833 2.17129
C -4.40706 -2.72064 1.54300
C -3.74868 -3.51649 0.61580
C -2.40964 -3.28791 0.32526
H 2.20625 -4.23403 1.15380
H 3.15244 -5.23652 3.19781
H 2.58298 -4.30585 5.41790
H 1.03194 -2.38405 5.58316
H 0.06866 -1.40103 3.54406
H -1.86892 -0.63622 2.35707
H -4.23268 -1.06045 2.89332
H -5.44836 -2.90376 1.77516
H -4.27755 -4.31945 0.11798
H -1.90346 -3.91642 -0.39787
C -0.51717 -0.68863 -4.09957
O -1.64105 0.15014 -4.43796
C -2.82014 -0.09392 -3.82616
C -3.93750 -0.27907 -4.63809
C -5.17720 -0.55731 -4.09543
C -5.32704 -0.66615 -2.71770
C -4.23742 -0.44270 -1.89965
C -2.99461 -0.11675 -2.43815
N -1.93953 0.11513 -1.50744
C -1.04671 1.08596 -1.38952
C -0.86120 2.28792 -2.06298
C -1.77293 2.82147 -3.02656
C -1.53557 4.00593 -3.64089
C -0.33771 4.71001 -3.34340
C 0.55181 4.25603 -2.42315
C 0.32563 3.04080 -1.69667
O 1.13196 2.70431 -0.77812
H -0.08705 -1.03770 -5.03555
H -0.83728 -1.55127 -3.51232
H 0.22865 -0.12529 -3.54737
H -3.78671 -0.22717 -5.70810
H -6.02482 -0.71296 -4.74958
H -6.28639 -0.91274 -2.28414
H -4.33587 -0.50304 -0.82218
H -1.89568 -0.58538 -0.77493
H -0.35121 0.88264 -0.58231
H -2.68061 2.27950 -3.24490
H -2.23764 4.40716 -4.35779
H -0.12985 5.63674 -3.86544
H 1.45989 4.79934 -2.19855
O 4.06212 0.04552 -2.34950
S 2.97277 -0.79675 -1.88993
O 1.71034 0.03471 -1.75188
O 2.71961 -2.00351 -2.63117
S 3.36102 -1.24693 0.09247
*
```

Löwdin population analysis, charges in e, atoms 1 to 4: 0.639, -0.012, -0.238, -0.210